ORCA calculation (wB97M-V/def2-TZVPD) on a molecular structure, C44H53BeBrCl2FKMgN5O9PRb at a distorted geometry.

XYZ file:
```
120
Properties=species:S:1:pos:R:3:lowdin_charge:R:1
H -0.587 -1.580 -3.430 0.124
H -1.875 1.878 -4.050 0.101
H -4.123 -0.631 0.174 0.110
H -5.095 -0.024 -1.139 0.112
H -8.593 -9.552 7.023 0.099
C -2.945 -0.148 -1.562 -0.184
H 0.564 -1.466 -6.206 -0.224
H 5.201 10.774 0.742 0.088
Cl 4.221 -6.788 2.645 -0.147
H -8.445 -10.525 4.728 0.104
H -1.139 -2.070 -6.289 0.086
C 6.138 -4.088 2.069 -0.305
C -4.254 -0.682 -0.912 -0.203
H -0.837 3.598 0.235 0.124
C 4.944 10.306 -0.209 -0.076
C -4.514 -2.150 -1.256 -0.218
H -7.028 -4.359 -0.290 0.076
C 4.838 -3.162 -0.554 -0.182
H -3.767 -2.770 -0.755 0.119
C -5.997 -4.050 -0.471 -0.215
Rb 5.038 -7.820 -3.489 1.031
H -0.442 0.930 -4.869 0.121
C -8.120 -9.009 6.216 -0.079
N -6.983 -7.026 5.491 0.049
H 0.455 8.263 2.665 0.141
C -6.909 -7.559 4.271 -0.194
H -3.371 4.286 1.604 0.079
H -6.128 -2.022 0.144 0.120
C 4.981 -4.777 -2.532 -0.765
H 0.001 -2.954 -5.260 0.083
H 4.427 -2.385 2.090 0.100
C 3.051 0.271 -0.518 -0.307
C 0.682 1.536 -0.358 -0.075
H -3.917 3.523 2.962 0.100
H -2.369 0.279 -0.751 0.068
Cl -5.992 -6.773 1.233 -0.098
O -1.480 2.406 3.159 0.092
H 6.706 -3.172 2.212 0.036
N -0.041 0.202 -4.300 0.017
C 3.602 -1.069 -0.875 -0.025
N 1.278 10.050 1.832 -0.096
N -3.093 3.886 2.493 0.122
H -0.142 11.555 1.515 0.102
C 4.498 -3.484 -1.889 -0.049
O 3.960 -2.493 -5.076 0.064
H -5.410 -4.316 0.405 0.031
C -2.036 1.844 -2.974 -0.110
Be -5.523 -6.173 -1.150 0.494
C 1.391 0.285 -2.334 -0.015
H 2.650 7.125 1.326 0.118
O 3.620 1.110 0.141 0.070
H 3.893 8.576 -0.949 0.135
C 1.350 2.822 1.964 0.058
K 2.038 0.348 2.089 0.941
C -7.581 -7.751 6.436 -0.164
H -2.426 -1.013 -1.976 0.101
H -7.331 -9.185 2.936 0.090
H 4.362 11.021 -0.794 0.077
O 4.940 -5.799 0.242 -0.425
H 1.623 3.616 2.692 0.041
C 0.339 11.044 2.347 0.021
C 4.369 -1.937 -0.038 -0.067
O 2.533 -0.488 -4.225 0.059
H -2.136 3.344 -0.877 0.103
H -3.423 0.306 -3.592 0.098
H -6.637 -2.239 -1.541 0.119
H 4.027 -0.760 1.666 0.020
H -1.829 -0.888 -4.556 0.105
H -4.422 -2.273 -2.340 0.119
C -3.226 0.868 -2.677 -0.147
C -7.419 -8.807 3.945 -0.080
P 5.897 -4.451 0.287 0.962
H -5.601 -4.583 -1.392 -0.022
C 2.292 8.148 1.415 0.018
C 3.385 -3.063 -4.130 -0.634
C 0.189 0.652 -2.955 -0.135
Mg 2.109 -5.622 2.881 0.540
C -0.764 -1.073 -4.375 -0.191
C -2.235 2.082 0.938 -0.098
H 6.259 0.884 2.080 0.099
C 0.874 2.122 1.082 -0.211
C 4.697 -1.565 1.419 -0.227
H 0.876 11.766 2.957 0.103
O 4.222 -5.774 -2.445 -0.296
H -4.126 1.448 -2.472 0.107
O 6.010 -1.111 1.597 -0.163
H 4.066 -5.599 0.587 -0.052
O 2.529 -3.947 -4.310 0.071
C -0.329 -1.964 -5.568 -0.062
O 6.080 -4.782 -3.097 -0.005
Br 1.984 -1.100 -7.013 0.610
C -0.506 1.918 -0.966 -0.133
H 7.048 -0.271 3.130 0.094
C 4.183 9.013 0.006 -0.153
H 4.812 8.292 0.525 0.138
C 1.642 0.714 -1.055 -0.009
F 2.671 5.050 2.552 -0.691
C -8.036 -9.545 4.941 -0.084
H 5.864 10.104 -0.752 0.088
N 2.965 9.184 0.810 -0.040
C -5.921 -2.559 -0.785 -0.226
C 6.130 -0.082 2.569 -0.064
H -7.628 -7.292 7.418 0.100
H 6.768 -4.897 2.441 0.038
C 1.235 8.691 2.062 0.015
H -6.416 -6.952 3.516 -0.022
H -0.413 10.550 2.952 0.100
C 2.435 -0.541 -3.029 -0.230
C -1.461 2.817 -0.209 -0.103
C 3.284 -1.443 -2.185 -0.010
H -2.327 2.858 -2.714 0.100
H -1.848 1.070 1.028 0.110
H -3.276 2.007 0.609 0.113
C 3.732 -2.655 -2.698 0.021
H 2.599 11.300 0.707 0.162
H 5.226 -4.109 2.664 -0.010
H 5.312 -0.082 3.294 0.088
C -0.747 1.447 -2.289 -0.096
C 2.325 10.322 1.058 -0.031
C -2.209 2.790 2.284 -0.502
```

Output
* net charge: +1
* HOMO-LUMO gap: 1.55 eV
* HOMO energy: -7.3358 eV
* E_LUMO: -5.788 eV